Molecular formula: C4H7NO
Method: DFT, the ωB97M-V functional and the def2-TZVPD basis

Computed properties:
- ΔE to the lowest compared entry with this formula, charge and spin: 67.39 kcal per mole
- 2S+1: 1
- E_HOMO: -9.035 eV
- Gap between HOMO and LUMO: 9.19 eV

Geometry (Å):
C: -1.41 -0.66 0.40
C: -0.11 -0.71 -0.35
C: 0.23 0.41 -1.23
N: 0.72 1.37 -0.21
C: 1.42 0.79 0.71
O: 1.43 -0.47 0.96
H: -1.19 -0.84 1.45
H: -2.07 -1.47 0.05
H: -1.94 0.30 0.29
H: 0.37 -1.66 -0.45
H: 1.01 0.17 -1.97
H: -0.62 0.89 -1.76
H: 2.04 1.47 1.30



Molecular formula: C4H5O
Method: DFT, the ωB97M-V functional and the def2-TZVPD basis

Computed properties:
- ΔE to the lowest compared entry with this formula, charge and spin: 10.81 kcal per mole
- 2S+1: 1
- E_HOMO: -15.808 eV
- Charge: +1
- Gap between HOMO and LUMO: 9.64 eV

Geometry (Å):
C: -0.83 0.01 0.66
C: 0.62 0.07 0.68
C: -1.19 -0.17 -0.61
C: 0.97 -0.16 -0.75
O: -0.13 -0.16 -1.42
H: -1.30 0.12 1.60
H: 1.30 -0.47 1.36
H: -2.24 -0.23 -0.87
H: 0.98 1.09 0.72
H: 1.81 -0.11 -1.36